# 1
C51H91BrN10O14S | the ωB97M-V functional and the def2-TZVPD basis

HOMO level in eV: -8.26
Energy relative to the best compared isomer or geometry (same formula, charge and spin) in eV: 19.879
Multiplicity: 1
M in g/mol: 1180.32
HOMO-LUMO gap in eV: 6.956
Total energy in eV: -178787.8282

Geometry (Å):
C (1.481, 2.773, 1.838)
C (0.366, 2.950, 0.828)
C (-0.887, 1.886, 0.717)
C (-2.367, 2.061, 1.400)
C (-2.639, 3.477, 2.247)
C (-3.295, 4.516, 1.113)
C (-2.946, 6.098, 1.415)
C (-1.338, 6.450, 1.397)
O (-0.978, 7.309, 0.232)
C (0.276, 6.839, -0.385)
C (0.398, 6.293, -1.952)
O (1.407, 6.900, 0.359)
C (-3.515, 0.902, 1.237)
S (-5.202, 1.146, 2.034)
C (-3.312, -0.507, 0.362)
C (-4.501, -1.648, 0.235)
C (-4.446, -2.510, 1.666)
N (-5.568, -2.561, 2.457)
C (-1.830, -0.669, -0.367)
C (-0.643, 0.493, -0.171)
C (0.808, 0.211, -0.953)
O (2.007, 0.485, -0.433)
C (0.635, -0.510, -2.452)
C (1.606, -0.054, -3.711)
C (2.293, 1.448, -3.492)
C (3.859, 1.321, -2.940)
O (4.136, 2.221, -1.792)
C (5.198, 1.650, -0.923)
C (-0.429, -1.580, -2.614)
Br (-0.653, -2.542, -4.388)
C (-1.428, -1.976, -1.332)
O (-1.834, -3.229, -1.076)
H (2.384, 3.524, 1.818)
H (1.417, 1.833, 2.569)
H (0.388, 3.832, 0.055)
H (-1.598, 3.886, 2.595)
H (-3.415, 3.315, 3.110)
H (-2.856, 4.287, 0.028)
H (-4.459, 4.403, 1.018)
H (-3.393, 6.480, 2.437)
H (-3.427, 6.737, 0.529)
H (-1.017, 7.037, 2.368)
H (-0.663, 5.496, 1.320)
H (1.149, 5.371, -2.000)
H (-0.629, 5.905, -2.374)
H (0.839, 7.121, -2.680)
H (-5.028, 0.944, 3.412)
H (-5.519, -1.048, 0.159)
H (-4.289, -2.346, -0.681)
H (-3.441, -3.043, 2.012)
H (-6.338, -2.012, 1.998)
H (2.381, -0.875, -4.036)
H (0.872, 0.083, -4.642)
H (2.377, 2.056, -4.516)
H (1.652, 2.143, -2.779)
H (4.648, 1.454, -3.808)
H (3.972, 0.216, -2.505)
H (5.903, 0.882, -1.504)
H (4.757, 1.133, 0.055)
H (5.878, 2.549, -0.566)
C (-1.713, -5.979, -2.235)
C (-2.559, -7.224, -2.264)
O (-3.542, -7.373, -1.539)
N (-2.198, -8.208, -3.139)
C (-1.085, -8.209, -4.059)
H (-2.111, -5.278, -1.496)
H (-0.688, -6.233, -1.954)
H (-1.729, -5.495, -3.214)
H (-2.804, -9.019, -3.112)
H (-1.479, -8.326, -5.071)
H (-0.443, -9.059, -3.818)
H (-0.501, -7.289, -4.003)
C (9.360, 0.803, -3.334)
C (8.606, -0.041, -2.342)
O (7.405, -0.283, -2.457)
N (9.309, -0.544, -1.284)
C (10.711, -0.366, -0.988)
H (8.684, 1.138, -4.124)
H (9.774, 1.683, -2.836)
H (10.161, 0.215, -3.790)
H (8.747, -1.103, -0.652)
H (11.180, -1.352, -0.957)
H (10.795, 0.108, -0.008)
H (11.215, 0.251, -1.732)
C (3.079, -9.908, -1.065)
C (2.686, -11.009, -2.014)
O (3.439, -11.424, -2.894)
N (1.440, -11.548, -1.867)
C (0.430, -11.191, -0.899)
H (4.093, -9.569, -1.291)
H (2.398, -9.060, -1.176)
H (3.059, -10.277, -0.037)
H (1.234, -12.283, -2.533)
H (0.195, -12.079, -0.308)
H (-0.463, -10.868, -1.441)
H (0.757, -10.391, -0.235)
C (-8.206, 6.266, 0.562)
C (-6.858, 6.907, 0.753)
O (-6.024, 6.470, 1.546)
N (-6.578, 8.014, 0.004)
C (-7.427, 8.663, -0.967)
H (-8.299, 5.396, 1.217)
H (-8.997, 6.977, 0.817)
H (-8.317, 5.933, -0.473)
H (-5.658, 8.400, 0.178)
H (-6.910, 8.657, -1.930)
H (-7.586, 9.695, -0.646)
H (-8.391, 8.165, -1.072)
C (-1.698, 2.761, 7.050)
C (-2.807, 2.856, 6.037)
O (-2.925, 2.057, 5.108)
N (-3.702, 3.878, 6.180)
C (-3.721, 4.901, 7.199)
H (-1.058, 1.905, 6.820)
H (-1.087, 3.667, 7.019)
H (-2.117, 2.621, 8.050)
H (-4.424, 3.889, 5.469)
H (-4.672, 4.833, 7.732)
H (-3.648, 5.874, 6.707)
H (-2.901, 4.793, 7.909)
C (-4.398, -2.695, -4.770)
C (-5.243, -1.475, -5.025)
O (-5.648, -0.750, -4.116)
N (-5.555, -1.188, -6.322)
C (-5.172, -1.919, -7.507)
H (-4.224, -2.808, -3.697)
H (-4.914, -3.588, -5.132)
H (-3.431, -2.589, -5.268)
H (-6.125, -0.357, -6.429)
H (-4.607, -1.245, -8.156)
H (-6.082, -2.238, -8.020)
H (-4.562, -2.792, -7.275)
C (-1.357, -13.227, -5.733)
C (-1.336, -13.253, -4.228)
O (-0.367, -13.661, -3.587)
N (-2.448, -12.801, -3.577)
C (-3.667, -12.291, -4.157)
H (-0.412, -13.613, -6.123)
H (-2.169, -13.858, -6.105)
H (-1.484, -12.201, -6.086)
H (-2.373, -12.844, -2.567)
H (-3.814, -11.269, -3.799)
H (-4.495, -12.917, -3.818)
H (-3.638, -12.290, -5.247)
C (13.302, 2.990, 1.191)
C (12.193, 3.084, 0.178)
O (12.075, 2.286, -0.751)
N (11.298, 4.106, 0.321)
C (11.279, 5.129, 1.340)
H (13.942, 2.133, 0.961)
H (13.913, 3.895, 1.160)
H (12.883, 2.849, 2.190)
H (10.576, 4.117, -0.390)
H (10.328, 5.062, 1.873)
H (11.352, 6.102, 0.848)
H (12.099, 5.021, 2.050)
C (-3.030, 7.106, 10.895)
C (-1.839, 6.827, 10.019)
O (-1.759, 5.823, 9.311)
N (-0.824, 7.740, 10.030)
C (-0.744, 8.965, 10.791)
H (-3.763, 6.301, 10.792)
H (-2.719, 7.157, 11.942)
H (-3.503, 8.045, 10.595)
H (-0.052, 7.497, 9.421)
H (-0.639, 9.796, 10.090)
H (0.140, 8.913, 11.430)
H (-1.627, 9.126, 11.410)


# 2
C51H93F4N5O3S2 | the ωB97M-V functional and the def2-TZVPD basis

HOMO level in eV: -8.36
Energy relative to the best compared isomer or geometry (same formula, charge and spin) in eV: 0.000
Multiplicity: 1
M in g/mol: 964.46
HOMO-LUMO gap in eV: 7.489
Total energy in eV: -100526.0329

Geometry (Å):
C (7.639, -2.223, -4.860)
C (6.420, -2.372, -3.833)
N (5.196, -2.573, -4.647)
C (4.485, -1.300, -4.929)
C (4.429, -0.969, -6.489)
C (4.314, -3.572, -4.091)
S (3.955, -3.662, -2.476)
S (3.546, -4.870, -5.172)
C (2.025, -4.136, -5.913)
C (0.783, -4.360, -4.911)
C (-0.299, -3.278, -5.346)
C (-1.490, -3.098, -4.273)
C (-1.471, -4.428, -3.438)
N (-1.487, -5.217, -2.602)
C (-2.825, -3.142, -5.122)
O (-3.966, -2.552, -4.460)
C (-5.152, -3.115, -4.843)
F (-5.503, -4.184, -4.051)
F (-5.183, -3.469, -6.182)
F (-6.159, -2.183, -4.700)
C (-1.310, -1.804, -3.382)
C (0.226, -1.716, -3.051)
N (1.343, -1.603, -2.801)
C (-2.046, -1.830, -1.988)
O (-3.039, -2.450, -1.738)
N (-1.511, -0.980, -0.898)
C (-0.743, -1.758, 0.042)
O (0.388, -1.577, 0.349)
F (-1.387, -2.844, 0.612)
C (-1.654, -0.458, -4.115)
C (-0.682, 0.262, -4.954)
C (-1.064, 1.509, -5.579)
N (-2.258, 2.186, -5.572)
C (-3.125, 1.478, -4.778)
C (-2.939, 0.249, -4.036)
H (8.550, -1.931, -4.265)
H (7.376, -1.460, -5.638)
H (7.809, -3.246, -5.290)
H (6.665, -3.233, -3.158)
H (6.416, -1.427, -3.224)
H (3.422, -1.346, -4.566)
H (4.973, -0.412, -4.439)
H (5.362, -0.475, -6.865)
H (4.326, -1.960, -7.014)
H (3.527, -0.335, -6.714)
H (1.793, -4.544, -6.938)
H (2.173, -3.022, -5.952)
H (0.443, -5.414, -5.100)
H (1.193, -4.190, -3.884)
H (0.148, -2.300, -5.657)
H (-0.778, -3.709, -6.279)
H (-2.698, -2.665, -6.138)
H (-3.037, -4.237, -5.315)
H (-0.996, -0.177, -1.269)
H (0.345, -0.150, -5.104)
H (-0.256, 2.021, -6.175)
H (-4.149, 1.944, -4.697)
H (-3.768, -0.161, -3.410)
C (3.677, 6.341, -3.941)
C (4.302, 4.951, -3.978)
C (3.638, 4.018, -4.990)
C (2.162, 3.713, -4.723)
C (1.863, 3.095, -3.356)
C (2.528, 1.739, -3.153)
H (2.629, 6.305, -3.636)
H (4.207, 6.975, -3.227)
H (3.734, 6.819, -4.923)
H (4.277, 4.512, -2.976)
H (5.360, 5.052, -4.241)
H (4.204, 3.082, -5.028)
H (3.724, 4.460, -5.989)
H (1.802, 3.035, -5.505)
H (1.574, 4.630, -4.829)
H (0.779, 2.970, -3.262)
H (2.162, 3.777, -2.555)
H (2.203, 1.028, -3.917)
H (2.259, 1.329, -2.176)
H (3.617, 1.812, -3.189)
C (-1.597, 1.064, 6.716)
C (-2.189, 1.976, 5.648)
C (-3.260, 1.291, 4.798)
C (-2.773, 0.092, 3.980)
C (-1.626, 0.387, 3.013)
C (-1.989, 1.392, 1.935)
H (-1.090, 0.202, 6.276)
H (-0.862, 1.610, 7.313)
H (-2.376, 0.699, 7.390)
H (-1.387, 2.366, 5.014)
H (-2.639, 2.843, 6.141)
H (-3.703, 2.035, 4.127)
H (-4.072, 0.957, 5.452)
H (-3.622, -0.306, 3.412)
H (-2.465, -0.711, 4.657)
H (-1.334, -0.550, 2.528)
H (-0.746, 0.734, 3.563)
H (-2.836, 1.036, 1.343)
H (-1.142, 1.538, 1.259)
H (-2.247, 2.367, 2.355)
C (-8.769, 3.397, -1.228)
C (-7.675, 4.459, -1.244)
C (-6.451, 4.051, -2.065)
C (-5.708, 2.815, -1.554)
C (-5.206, 2.907, -0.112)
C (-4.188, 4.020, 0.101)
H (-8.424, 2.469, -0.766)
H (-9.630, 3.750, -0.656)
H (-9.107, 3.172, -2.243)
H (-7.385, 4.702, -0.218)
H (-8.089, 5.378, -1.671)
H (-5.761, 4.900, -2.111)
H (-6.764, 3.864, -3.099)
H (-4.853, 2.628, -2.215)
H (-6.355, 1.936, -1.645)
H (-4.741, 1.952, 0.154)
H (-6.046, 3.038, 0.577)
H (-3.317, 3.879, -0.545)
H (-3.842, 4.020, 1.137)
H (-4.615, 5.004, -0.104)
C (-0.898, 2.882, 10.612)
C (0.198, 3.942, 10.593)
C (1.417, 3.533, 9.765)
C (2.160, 2.295, 10.270)
C (2.669, 2.383, 11.709)
C (3.690, 3.494, 11.919)
H (-0.552, 1.953, 11.070)
H (-1.755, 3.236, 11.190)
H (-1.240, 2.660, 9.598)
H (0.493, 4.183, 11.618)
H (-0.216, 4.863, 10.169)
H (2.108, 4.380, 9.717)
H (1.098, 3.349, 8.733)
H (3.010, 2.107, 9.604)
H (1.512, 1.417, 10.180)
H (3.134, 1.427, 11.971)
H (1.833, 2.515, 12.402)
H (4.558, 3.353, 11.269)
H (4.042, 3.494, 12.953)
H (3.265, 4.479, 11.717)
C (1.754, -4.401, 0.360)
C (2.656, -5.517, 0.871)
C (1.883, -6.666, 1.519)
C (1.081, -6.288, 2.767)
C (1.897, -5.667, 3.901)
C (2.961, -6.604, 4.460)
H (1.193, -3.933, 1.171)
H (2.351, -3.623, -0.119)
H (1.042, -4.784, -0.376)
H (3.390, -5.105, 1.570)
H (3.228, -5.917, 0.027)
H (2.588, -7.467, 1.767)
H (1.195, -7.092, 0.781)
H (0.581, -7.187, 3.142)
H (0.281, -5.594, 2.490)
H (1.213, -5.394, 4.711)
H (2.364, -4.734, 3.570)
H (2.509, -7.522, 4.842)
H (3.493, -6.123, 5.285)
H (3.702, -6.872, 3.704)


# 3
C52H101N9O4STa | the ωB97M-V functional and the def2-TZVPD basis

HOMO level in eV: -5.15
Multiplicity: 1
M in g/mol: 1129.45
HOMO-LUMO gap in eV: 6.709
Total energy in eV: -89542.3873
Net charge: -1

Geometry (Å):
C (9.454, -0.933, -0.846)
O (8.623, -2.053, -0.569)
C (9.142, -2.891, 0.448)
C (9.102, -2.264, 1.870)
C (7.850, -2.718, 2.649)
C (6.522, -2.361, 1.948)
C (6.438, -0.873, 1.568)
C (5.089, -0.403, 0.933)
C (3.980, -1.465, 0.828)
C (2.665, -0.828, 0.285)
Ta (2.430, -0.720, -1.997)
C (0.167, -0.331, -1.634)
C (-0.726, -1.491, -2.181)
C (-1.048, -2.486, -1.051)
C (-2.257, -2.002, -0.196)
C (-3.560, -2.667, -0.678)
C (-4.772, -2.307, 0.206)
O (-4.499, -1.170, 1.030)
C (-5.692, -0.562, 1.471)
C (2.663, 1.586, -2.122)
C (3.066, 2.271, -0.857)
C (1.886, 2.791, -0.004)
N (4.258, 2.494, -0.455)
C (4.648, -1.175, -2.479)
S (5.594, 0.048, -3.363)
O (6.690, -0.658, -4.061)
O (6.147, 1.075, -2.494)
H (8.876, -0.014, -0.685)
H (9.800, -0.989, -1.884)
H (10.331, -0.905, -0.182)
H (10.164, -3.196, 0.164)
H (8.538, -3.806, 0.483)
H (9.978, -2.678, 2.396)
H (9.228, -1.177, 1.844)
H (7.900, -2.288, 3.660)
H (7.915, -3.811, 2.752)
H (5.715, -2.595, 2.652)
H (6.423, -2.979, 1.047)
H (7.237, -0.611, 0.868)
H (6.611, -0.287, 2.486)
H (5.288, 0.029, -0.054)
H (4.685, 0.423, 1.534)
H (4.310, -2.306, 0.200)
H (3.786, -1.892, 1.826)
H (2.495, 0.110, 0.836)
H (1.852, -1.505, 0.617)
H (2.138, -0.734, -3.842)
H (2.079, -2.541, -1.975)
H (0.007, -0.249, -0.543)
H (-0.119, 0.637, -2.070)
H (-0.180, -2.022, -2.968)
H (-1.673, -1.090, -2.577)
H (-0.165, -2.644, -0.420)
H (-1.334, -3.469, -1.457)
H (-2.103, -2.308, 0.848)
H (-2.310, -0.911, -0.261)
H (-3.788, -2.312, -1.691)
H (-3.467, -3.757, -0.695)
H (-5.686, -2.086, -0.372)
H (-5.031, -3.148, 0.881)
H (-6.345, -0.287, 0.629)
H (-6.202, -1.270, 2.148)
H (-5.416, 0.345, 2.021)
H (1.662, 1.958, -2.350)
H (3.267, 1.915, -2.974)
H (2.183, 3.637, 0.627)
H (1.088, 3.141, -0.674)
H (1.453, 2.005, 0.627)
H (4.187, 2.977, 0.443)
H (4.608, -2.030, -3.173)
H (5.287, -1.493, -1.646)
H (4.818, 0.566, -4.367)
C (-8.966, 0.282, -2.676)
C (-7.617, 0.902, -2.333)
C (-6.448, 0.242, -3.074)
C (-6.358, -1.186, -2.723)
N (-6.287, -2.291, -2.424)
H (-9.010, -0.767, -2.381)
H (-9.767, 0.802, -2.149)
H (-9.166, 0.347, -3.748)
H (-7.456, 0.831, -1.255)
H (-7.635, 1.965, -2.584)
H (-5.508, 0.725, -2.806)
H (-6.577, 0.329, -4.154)
C (3.738, 6.929, -4.603)
C (3.766, 6.695, -3.096)
C (3.872, 5.213, -2.723)
C (2.714, 4.466, -3.243)
N (1.810, 3.891, -3.649)
H (2.864, 6.464, -5.063)
H (3.692, 7.998, -4.823)
H (4.633, 6.523, -5.079)
H (2.864, 7.122, -2.651)
H (4.618, 7.227, -2.667)
H (3.903, 5.091, -1.641)
H (4.783, 4.775, -3.134)
C (-9.604, 2.776, 4.471)
C (-8.913, 1.459, 4.806)
C (-7.946, 0.994, 3.714)
C (-8.675, 0.784, 2.446)
N (-9.247, 0.625, 1.465)
H (-10.223, 2.689, 3.576)
H (-10.256, 3.079, 5.287)
H (-8.871, 3.570, 4.308)
H (-9.674, 0.694, 4.976)
H (-8.360, 1.576, 5.741)
H (-7.468, 0.059, 4.007)
H (-7.164, 1.739, 3.557)
C (-3.832, 1.070, 6.316)
C (-3.706, 2.355, 7.129)
C (-5.060, 3.016, 7.406)
C (-5.710, 3.358, 6.129)
N (-6.168, 3.624, 5.113)
H (-4.260, 1.261, 5.330)
H (-2.851, 0.620, 6.164)
H (-4.465, 0.342, 6.830)
H (-3.061, 3.053, 6.592)
H (-3.216, 2.134, 8.079)
H (-4.929, 3.926, 7.992)
H (-5.714, 2.345, 7.966)
C (-0.297, -3.358, 6.326)
C (-0.610, -2.314, 5.259)
C (0.492, -1.261, 5.121)
C (0.667, -0.536, 6.398)
N (0.792, 0.028, 7.389)
H (-0.214, -2.907, 7.317)
H (-1.092, -4.104, 6.374)
H (0.639, -3.876, 6.106)
H (-1.556, -1.826, 5.504)
H (-0.748, -2.817, 4.300)
H (0.236, -0.543, 4.342)
H (1.439, -1.729, 4.850)
C (4.676, -6.802, -4.751)
C (5.505, -5.929, -5.687)
C (5.498, -4.450, -5.293)
C (4.131, -3.901, -5.324)
N (3.078, -3.451, -5.347)
H (3.623, -6.518, -4.768)
H (4.737, -7.849, -5.054)
H (5.035, -6.727, -3.722)
H (5.128, -6.038, -6.706)
H (6.538, -6.287, -5.687)
H (6.116, -3.875, -5.984)
H (5.903, -4.316, -4.288)
C (8.350, -1.885, -10.185)
C (8.293, -2.142, -8.683)
C (8.540, -3.610, -8.320)
C (7.514, -4.474, -8.935)
N (6.707, -5.133, -9.413)
H (7.571, -2.436, -10.715)
H (8.199, -0.825, -10.394)
H (9.318, -2.178, -10.598)
H (7.320, -1.829, -8.302)
H (9.044, -1.526, -8.185)
H (8.503, -3.742, -7.238)
H (9.523, -3.932, -8.667)
C (-12.846, 6.335, 4.083)
C (-13.657, 6.457, 5.368)
C (-12.954, 5.831, 6.577)
C (-12.727, 4.392, 6.354)
N (-12.549, 3.273, 6.180)
H (-12.691, 5.291, 3.805)
H (-13.368, 6.817, 3.256)
H (-11.868, 6.810, 4.189)
H (-14.630, 5.982, 5.225)
H (-13.843, 7.512, 5.577)
H (-13.561, 5.953, 7.475)
H (-11.992, 6.315, 6.752)


> Number 2 is which compound?

C51H93F4N5O3S2


> Look up the HOMO-LUMO gap of the first one.

6.956 eV


> Look up the HOMO level of the second one.

-8.36 eV